Formula: C8H8N2S
Source: OMol25
Level of theory: ωB97M-V/def2-TZVPD

Results
- Total energy: -22233.0737 eV

Geometry as XYZ:
```
19
Properties=species:S:1:pos:R:3:forces:R:3
S -3.124674 1.079488 -0.007692 0.858 -1.758 0.353
N 0.407201 1.360384 0.041098 -0.218 -0.123 0.448
N -2.104290 -1.307262 0.376663 4.341 2.214 0.872
C 2.738627 -0.381202 -0.426645 -0.157 2.900 -2.013
C -4.095750 -0.353333 -0.021018 0.228 0.639 0.172
C -3.394343 -1.472877 0.282749 -1.488 -0.791 -0.648
C -0.396996 0.494655 0.241410 -0.106 -1.266 -1.054
C 1.629831 1.732606 0.032643 -0.743 2.265 -1.081
C 2.564823 0.802725 0.640261 1.614 0.747 -0.292
C 1.482750 -1.086313 -0.332706 -1.579 -1.345 -0.131
C -1.686897 -0.013398 0.316538 -2.828 -1.698 -0.256
H -3.769811 -2.521714 0.303860 0.047 1.132 0.011
H 3.539509 -0.998790 -0.128458 0.904 -0.958 0.837
H 3.432357 1.400942 1.017825 -0.089 -1.145 -0.699
H 2.103710 0.294857 1.445804 -0.403 -0.198 1.174
H 3.087998 0.096237 -1.430261 -0.681 -0.769 1.234
H -5.088072 -0.369184 -0.359778 -1.203 0.366 -0.183
H 1.775941 2.532754 -0.723296 0.742 -0.557 0.883
H 0.898091 -1.290574 -1.268999 0.760 0.345 0.372
```
Forces are in eV/Å.

***

Formula: C18H29ClNO2P2Rh
Source: OMol25
Level of theory: ωB97M-V/def2-TZVPD

Results
- Total charge: +2
- ⟨S²⟩: 6.057
- Total energy: -58810.5902 eV
- Multiplicity: 5

Geometry as XYZ:
```
54
Properties=species:S:1:pos:R:3:forces:R:3
Rh 0.040269 0.267931 -0.134422 -0.605 1.791 0.933
Cl 0.635973 4.854650 0.145410 -0.131 0.105 -0.121
P -1.310462 -1.081463 1.098778 -1.019 -0.181 1.183
P 1.297034 0.873260 -1.928471 0.720 -0.864 -1.637
O 0.481132 -4.486266 -1.324992 0.863 -2.091 1.448
O 3.234454 -1.979214 0.083636 0.793 2.414 4.510
N -1.247742 -0.357136 -1.702405 -0.958 -0.464 -0.114
C 1.831871 3.665067 3.759310 -0.459 -0.102 -0.258
C 0.821246 3.889945 1.564775 0.507 -0.194 0.506
C -0.685692 2.103843 0.606065 -0.164 1.563 0.762
C 0.439978 1.895452 2.850474 0.691 0.085 0.378
C 2.172927 -0.478164 -2.757957 0.197 -0.042 0.041
C -0.046645 1.247271 -3.126438 -0.290 0.009 0.111
C 0.206238 2.621297 1.674321 -0.383 -0.084 -0.746
C -2.519603 -1.714857 -0.090529 2.388 -3.440 -1.703
C -0.514233 -2.098233 2.398189 -0.316 -0.839 -0.207
C -3.028608 -1.095312 -3.723288 0.343 0.171 0.256
C 1.602487 4.399154 2.594643 0.057 0.219 0.025
C 1.256747 2.403790 3.862769 -0.390 -0.461 0.117
C 2.425264 2.265551 -1.870765 0.305 0.156 0.451
C -2.792916 -0.321644 1.897505 0.198 0.558 0.024
C -3.008583 -1.805462 -2.556345 0.593 0.163 2.305
C -2.122890 -0.066312 -3.889583 0.281 0.679 -0.470
C -2.230967 -1.322749 -1.431087 -0.372 0.243 -1.674
C -1.178884 0.238470 -2.913842 0.197 -0.097 0.686
H -0.835345 2.805010 -0.208217 0.273 0.122 -0.283
H 2.001684 3.094917 -1.297731 0.050 -0.091 -0.102
H 2.677581 -2.621918 -0.215794 -2.225 -3.108 -2.242
H -3.765494 -1.320723 -4.455612 -0.240 -0.221 -0.712
H 0.536316 -5.201467 -0.594224 -0.244 1.801 -1.834
H 2.931192 -2.049796 1.070639 1.451 0.628 -2.322
H 2.026834 5.394879 2.505853 -0.080 -0.138 -0.111
H -2.589422 0.543952 2.519308 -0.121 -0.046 0.318
H 1.313354 -0.353980 0.520387 0.110 -0.395 -0.204
H 0.184414 -2.816630 1.932599 -0.302 0.312 0.245
H -3.465933 -0.055883 1.062141 0.264 0.233 0.578
H -3.592745 -2.694500 -2.370951 -0.370 0.124 -0.176
H -1.702115 1.893790 0.940747 -0.023 -0.534 0.220
H -0.085838 -3.801310 -0.999602 -0.609 0.387 0.438
H 0.043547 0.885341 2.945316 -0.130 0.279 0.066
H 2.208314 -0.312329 -3.844381 0.058 0.048 0.328
H 3.188741 -0.513106 -2.351458 -0.142 -0.187 -0.074
H 2.399897 4.090141 4.587605 -0.066 -0.151 -0.352
H 0.052182 -1.474628 3.118275 -0.394 -0.051 -0.601
H -0.352062 2.295918 -2.978620 -0.282 -0.355 0.100
H -3.276183 -1.144875 2.438834 0.126 0.270 0.114
H 1.403122 1.811665 4.761898 0.038 0.093 -0.136
H 2.712828 2.618102 -2.870973 -0.164 -0.250 0.154
H 0.370922 1.212744 -4.145135 -0.244 -0.167 0.263
H -2.945879 -2.766789 0.033159 -0.013 1.780 -0.004
H -1.290752 -2.649330 2.954557 0.344 0.109 -0.158
H 3.317410 1.892833 -1.347352 -0.127 0.226 -0.132
H 1.674963 -1.431592 -2.558185 0.104 0.124 -0.032
H -2.106839 0.539323 -4.784836 -0.087 -0.140 -0.151
```
Forces are in eV/Å.

***

Formula: C5H3N5O4Sm
Source: OMol25
Level of theory: ωB97M-V/def2-TZVPD

Results
- Total charge: +3
- ⟨S²⟩: 8.759
- Total energy: -38738.2873 eV
- Multiplicity: 6

Geometry as XYZ:
```
18
Properties=species:S:1:pos:R:3:forces:R:3
Sm -0.363227 -0.510807 -1.299366 -1.364 -0.421 0.143
O 2.747615 -1.624217 -1.776375 -6.690 2.422 -0.166
O -2.864134 -2.612735 -1.776312 4.562 3.815 -0.036
O -0.344904 -0.497751 -4.977405 -0.026 -0.009 5.315
O -0.911142 2.735167 -1.773126 0.864 -4.872 -0.050
N -0.209599 1.528091 3.551700 -0.072 -0.380 -1.299
N -0.448207 0.909002 1.293652 2.223 -1.276 2.221
N 0.145422 0.789356 2.486683 -0.087 0.042 0.283
N 1.169860 -0.188826 2.573064 -1.678 1.349 -0.636
N 0.239152 -0.050377 0.580329 0.747 1.278 3.188
C 1.162940 -0.666615 1.340177 -0.608 1.441 1.839
C 1.642961 -1.228020 -1.780096 11.926 -4.266 -1.101
C -1.973704 -1.868461 -1.757692 -9.512 -7.989 -1.104
C -0.344485 -0.496802 -3.821993 0.168 0.106 -7.195
C -0.716766 1.601603 -1.755433 -1.770 10.156 -0.951
H 0.243385 1.411273 4.454204 0.327 -0.419 -0.324
H 1.791612 -1.446938 0.979474 0.538 -0.450 0.167
H -0.966785 2.217059 3.458517 0.452 -0.527 -0.294
```
Forces are in eV/Å.

***

Formula: C4H7IO
Source: OMol25
Level of theory: ωB97M-V/def2-TZVPD

Results
- SMILES: COC1(I)CC1
- Total energy: -14407.1007 eV

Geometry as XYZ:
```
13
Properties=species:S:1:pos:R:3:forces:R:3
I -2.639380 0.025766 -0.157784 0.695 0.058 0.333
O 0.183460 0.852434 0.807166 -0.476 -1.304 0.308
C -0.489253 -0.236469 0.274799 -0.335 -0.334 0.309
C 0.009192 -1.552627 0.785107 -0.928 -0.071 -1.317
C 0.471088 1.877390 -0.093664 -3.197 0.934 -1.717
C 0.209162 -1.094983 -0.711624 0.325 0.174 2.854
H 1.169637 -0.803482 -0.909769 2.404 0.955 -0.496
H 0.668568 -1.601071 1.621335 1.498 0.882 -0.217
H 1.256903 1.594208 -0.852045 -0.536 0.823 1.084
H -0.548736 2.116733 -0.655080 1.949 -0.698 0.349
H -0.217045 -1.512327 -1.562844 -1.290 -1.072 -0.768
H -0.529481 -2.455160 0.937988 -1.575 -0.180 -0.392
H 0.455891 2.789590 0.516412 1.467 -0.166 -0.328
```
Forces are in eV/Å.

***

Formula: C32H77N7O8
Source: OMol25
Level of theory: ωB97M-V/def2-TZVPD

Results
- SMILES: CC1(C)CCCC(C)(C)N1O.CC1(C)CCCC(C)(C)N1O.CC1(C)CCCC(C)(C)N1O.NC(N)=O.NC(N)=O.CO.CO.CO
- Total energy: -61239.7884 eV

Geometry as XYZ:
```
124
Properties=species:S:1:pos:R:3:forces:R:3
O -1.047055 -1.537563 -1.220975 -0.092 -0.641 0.075
O 1.383816 -4.474646 -0.480646 -0.857 1.311 -0.517
O -0.811318 -1.561482 -4.120032 0.630 0.543 0.787
O 1.999280 0.284595 -1.803504 0.348 1.002 1.944
O 2.396225 6.937605 -0.635996 -1.360 -0.438 0.271
O 3.837019 -3.614667 0.033258 -0.727 1.925 -0.509
O -1.749731 -4.205712 -1.269668 -3.014 1.552 -0.105
O -2.519876 4.527694 2.434445 -0.431 2.186 -0.314
N -3.714715 4.256454 1.660200 -0.233 0.968 0.450
N 0.368436 1.280908 -3.059047 0.504 -0.723 -1.381
N 1.919218 -0.259341 -3.966660 -1.403 1.048 0.103
N 0.861614 -5.691048 -0.117423 -0.720 -0.440 0.421
N 4.277406 -1.630920 -1.105302 -1.778 -2.169 1.322
N 1.757941 5.841882 0.136892 1.189 -0.301 -0.948
N 2.282765 -1.874151 0.098003 -0.950 -0.321 -0.443
C 2.392490 4.554798 -0.424477 -2.034 -0.201 0.433
C -0.445689 -2.957656 -3.980745 -0.681 0.459 0.058
C 2.793030 -7.086156 -1.156405 -0.699 0.126 -0.898
C 1.341797 7.431028 2.021496 -1.468 -1.031 0.243
C -3.400935 4.435400 0.233046 -0.695 -0.958 -0.729
C 1.007673 -5.909345 1.354665 -0.896 -0.669 -0.322
C 1.707589 3.297126 0.269856 1.136 1.145 -0.568
C -5.383594 2.518733 1.311890 1.638 -1.408 -0.358
C 0.191685 -7.206335 1.645917 0.379 0.349 -0.840
C 3.868051 4.432470 -0.345030 1.443 0.519 1.012
C -3.255151 1.933397 2.448854 -0.131 -1.479 0.676
C -4.843789 2.394072 -0.134190 -2.141 -0.603 -0.128
C 0.815451 -6.185234 -2.488428 1.541 -0.159 1.200
C 1.750193 3.460428 1.785970 0.784 -0.332 -0.390
C -4.262246 3.021035 2.234273 -0.958 0.471 0.353
C 0.319706 -4.694512 2.047379 1.434 -0.518 -1.203
C 3.402112 6.141541 2.152238 -0.225 2.130 -1.989
C -2.728185 -5.088249 -0.719973 -0.152 1.408 0.619
C 1.929065 6.078469 1.596736 1.509 -0.439 -0.513
C 2.463004 -6.157856 1.754395 0.731 -0.931 1.592
C 2.023691 4.399318 -1.903039 0.804 1.296 -0.454
C -3.367755 5.932179 -0.197572 1.988 -0.809 2.723
C 3.450662 -2.460585 -0.293940 1.969 0.384 -0.795
C 1.273516 -6.698578 -1.094528 -0.871 -0.683 -0.594
C -2.091879 3.742377 -0.070479 0.360 1.007 -1.505
C 1.256919 4.848956 2.217302 -0.292 0.553 1.312
C 1.432077 0.462018 -2.855342 0.576 -1.656 -1.810
C 0.376670 -7.932239 -0.762555 0.289 0.105 -0.046
C -1.023350 -1.040317 0.113144 -1.269 -1.522 0.609
C -4.465060 3.739858 -0.667495 -1.582 1.883 2.706
C -4.917909 3.443052 3.575018 0.734 -0.415 1.106
C 0.561773 -8.354507 0.695930 -2.008 -0.181 0.204
H 2.839957 -7.129631 1.370900 -0.277 0.905 -0.085
H -0.656691 -1.835379 0.836242 -0.395 0.964 -0.711
H 0.184430 5.045301 2.024129 0.225 -0.786 0.449
H -1.177501 -2.522885 -1.230169 -0.296 1.029 0.247
H -5.752169 1.561209 1.765383 0.212 0.728 -0.679
H -1.352939 -3.470337 -4.340998 0.590 -0.539 0.720
H -3.984453 3.670126 -1.573719 0.636 -0.125 -2.396
H 1.397693 -5.331309 -2.783109 0.815 0.037 -0.444
H -2.479534 2.112413 3.169930 0.310 0.716 0.335
H -0.970009 -4.642615 -1.155901 3.944 -1.788 0.548
H 4.103111 3.817681 -1.198424 0.884 -0.094 -0.150
H 2.977736 -7.806791 -0.404274 0.436 -0.551 0.931
H 2.018258 8.215394 1.801182 0.938 0.677 0.083
H 1.846613 -1.145607 -0.514220 0.923 -0.715 0.638
H 0.959904 4.451163 -2.033262 -0.630 -0.175 -0.213
H -5.651300 1.936527 -0.768736 0.734 0.342 0.412
H 2.791449 3.256191 2.174413 -0.837 0.519 -0.494
H 2.332145 -4.462502 -0.352069 1.250 -0.038 0.324
H -0.021035 -3.271448 -3.009110 -0.983 0.411 -0.032
H 1.525876 4.928290 3.299951 -0.866 0.019 -0.512
H -0.025849 1.747925 -2.308801 -0.501 0.803 1.818
H 2.497750 5.133262 -2.608331 -0.344 -0.291 0.895
H -0.125075 -9.197695 0.949705 0.463 0.411 -0.333
H 0.663042 -8.724446 -1.440240 0.262 -0.458 -0.147
H 3.891283 5.211133 2.019727 0.516 -0.758 0.382
H -0.365181 -0.218783 0.101168 0.968 1.054 0.275
H -2.308518 -5.736269 0.046176 0.129 0.144 0.251
H -6.179357 3.208270 1.255624 -1.063 0.910 0.279
H -0.879756 -7.021302 1.604475 -0.165 0.291 -0.462
H 3.220471 -5.384258 1.602630 -0.443 0.121 -0.570
H -0.702437 -7.763926 -1.013972 0.831 0.347 0.417
H 3.953675 6.901144 1.478452 -0.628 -1.021 1.269
H -3.788880 1.068828 2.877661 0.079 0.079 -0.343
H 5.225241 -1.903296 -1.180245 0.666 -0.199 -0.040
H 2.590611 -0.960945 -3.689853 -0.151 0.018 0.161
H -0.654945 -4.498984 1.688505 -1.094 -0.060 -1.038
H -0.241795 1.216080 -3.854604 0.397 -0.208 -0.328
H 1.543740 -8.722860 0.893013 0.798 -0.170 0.039
H 2.544067 -6.352108 2.843041 -0.448 0.308 -0.199
H -4.301310 6.250997 -0.552821 -1.138 0.497 -0.733
H -2.756930 1.615968 1.552042 0.012 -0.323 -0.405
H -5.339326 4.462032 -0.750210 0.696 -1.138 0.018
H 1.114767 -0.633623 -4.461219 0.251 -0.260 -0.417
H 4.226185 3.915703 0.569057 -0.196 0.247 -0.539
H -4.194081 3.966573 4.224653 -0.002 -0.357 -0.351
H -3.993157 1.756856 -0.217043 0.625 -0.743 0.132
H 0.693374 3.296742 -0.131799 -0.176 -0.286 0.336
H -3.509559 -4.422211 -0.288262 0.244 -0.891 -0.376
H 0.157425 -4.767011 3.082547 0.449 -0.519 1.598
H 2.450494 3.454983 -2.206226 -0.416 -0.534 -0.224
H -2.578427 5.526201 2.530083 0.254 -1.818 0.086
H -1.001547 -1.103162 -3.255828 0.352 -1.365 -0.712
H -1.978962 2.877065 0.499531 0.279 -1.355 0.716
H 0.409093 7.768878 1.541985 0.027 -0.711 0.015
H 0.378429 -3.237756 -4.621983 0.175 0.478 -0.816
H -0.132602 -5.753288 -2.417240 -1.900 0.057 0.010
H -5.357416 2.628571 4.246051 0.382 0.845 -1.371
H 0.856380 -6.998785 -3.189687 -0.011 -0.167 -0.479
H 4.014127 -0.689875 -1.232964 -0.255 1.014 -0.120
H -1.280210 4.388596 0.165157 0.849 0.490 0.257
H 2.250105 2.389575 -0.101663 -0.552 0.646 0.380
H -2.030519 -0.659071 0.479092 0.933 -0.611 -0.517
H -3.160562 6.517884 0.756980 0.039 -0.336 -1.389
H 1.644181 7.199990 -1.217284 0.917 -0.189 0.664
H 1.599690 -2.564309 0.430640 0.489 0.469 -0.248
H -5.618992 4.208712 3.309732 -0.876 0.184 0.096
H 1.153101 7.331835 3.102924 0.119 0.436 -0.280
H 1.195709 2.632993 2.229001 -0.436 0.295 0.261
H 4.366211 5.424432 -0.384841 -0.193 -0.710 -0.289
H 0.914244 -3.825600 1.832881 0.246 0.505 0.239
H -1.995876 3.493461 -1.141358 -0.075 0.085 0.273
H 3.394198 6.503270 3.193612 0.086 -0.282 -0.451
H 3.486238 -6.226444 -1.014139 -0.491 -0.593 -0.384
H -2.534686 6.025577 -0.905010 -0.425 0.482 0.053
H -3.055487 -5.711467 -1.514326 -0.921 -0.566 -0.619
H 2.989222 -7.680839 -2.086931 -0.090 1.027 0.415
H 0.324232 -7.515275 2.655151 0.528 -0.199 1.010
```
Forces are in eV/Å.

***

Formula: C7H16O3
Source: OMol25
Level of theory: ωB97M-V/def2-TZVPD

Results
- SMILES: COC[C@@H](C)OC(C)(C)O
- Total energy: -13660.0852 eV

Geometry as XYZ:
```
26
Properties=species:S:1:pos:R:3:forces:R:3
O 0.550755 -1.477335 -2.310948 0.505 -0.474 -0.252
O -1.394880 1.995363 0.940823 -0.991 0.616 0.377
O -0.541466 -0.072669 0.906723 1.347 0.043 0.617
C 1.645171 -2.263919 -2.851864 -0.322 1.208 0.227
C -1.832838 -0.708479 -0.977914 0.493 -0.081 -0.984
C -0.504902 1.155201 3.020329 0.095 -1.027 0.229
C -0.351197 1.221906 1.508880 -0.851 -0.038 -1.111
C 0.699812 -1.084940 -0.955080 -1.601 -0.473 0.243
C -0.468194 -0.153130 -0.527209 -0.608 -0.754 -0.659
C 0.970897 1.883338 1.123310 -0.194 -0.118 0.345
H -1.336982 0.502901 3.301584 -0.103 0.162 -0.154
H 1.269471 -2.874066 -3.677053 -0.071 0.106 0.283
H -2.271185 1.586054 1.161440 1.330 0.384 -0.136
H -1.940842 -0.574712 -2.073004 0.184 -0.491 0.485
H 1.788424 1.170579 1.279687 -0.158 0.124 -0.096
H 1.618759 -0.595335 -0.789212 1.344 0.742 0.147
H -0.650337 2.139204 3.472197 0.015 -0.047 -0.375
H -1.989403 -1.763143 -0.686613 0.225 0.455 -0.204
H 1.138286 2.737956 1.791991 -0.023 -0.100 -0.345
H 0.646559 -1.934951 -0.278008 0.110 -0.464 0.020
H 0.375084 0.700079 3.481439 0.071 0.071 -0.096
H -2.634118 -0.123158 -0.565657 -0.257 0.330 0.478
H 0.937364 2.215308 0.086814 0.124 0.030 0.065
H -0.300878 0.792128 -1.053874 -0.198 0.216 0.595
H 2.132898 -2.864849 -2.098731 -0.198 -0.507 0.388
H 2.443741 -1.609331 -3.230048 -0.267 0.090 -0.089
```
Forces are in eV/Å.